Entry 1:
{"formula": "C51H51Cl2IN2O3S2Sb2V", "method": "wB97M-V/def2-TZVPD", "symbols": ["V", "C", "C", "N", "C", "C", "C", "O", "C", "C", "N", "C", "C", "C", "C", "C", "C", "I", "C", "O", "H", "H", "H", "H", "H", "H", "H", "H", "H", "H", "H", "H", "C", "C", "C", "Sb", "C", "C", "C", "C", "C", "C", "C", "C", "C", "C", "C", "C", "Sb", "C", "C", "C", "C", "C", "C", "C", "C", "C", "C", "C", "C", "H", "H", "H", "H", "H", "H", "H", "H", "H", "H", "H", "H", "H", "H", "H", "H", "H", "H", "H", "H", "H", "H", "H", "H", "H", "H", "Cl", "C", "C", "C", "C", "C", "Cl", "C", "S", "H", "H", "H", "C", "C", "S", "O", "C", "C", "H", "H", "H", "H", "H", "H", "H", "H", "H", "H"], "coordinates": [[0.1752, 1.3159, 0.6129], [2.1980, 2.6135, -3.6821], [1.6531, 3.6175, -2.7135], [1.4596, 4.8391, -3.1449], [1.0408, 5.7965, -2.2886], [0.8665, 5.5752, -0.9506], [0.5040, 6.7157, -0.0411], [1.5843, 7.1062, 0.8091], [1.0519, 4.2627, -0.4638], [1.1348, 4.0297, 0.9619], [1.0484, 2.8674, 1.5154], [1.5664, 2.7997, 2.8515], [0.8409, 3.3149, 3.9178], [1.3626, 3.2683, 5.2005], [2.6138, 2.7065, 5.4199], [3.3380, 2.1833, 4.3584], [2.8142, 2.2230, 3.0726], [3.8924, 1.3997, 1.4806], [1.3696, 3.2161, -1.3571], [1.4200, 1.9660, -1.0160], [1.8364, 2.8335, -4.6853], [1.9281, 1.6042, -3.3936], [3.2901, 2.6607, -3.6954], [0.8648, 6.7781, -2.7144], [-0.3105, 6.4414, 0.6318], [0.1644, 7.5628, -0.6439], [2.3481, 7.2778, 0.2472], [1.4450, 4.8741, 1.5786], [-0.1423, 3.7270, 3.7260], [0.7908, 3.6696, 6.0266], [3.0281, 2.6717, 6.4187], [4.3129, 1.7453, 4.5236], [0.1025, -0.5156, -3.0903], [-1.2025, -1.2749, -3.4049], [-2.4870, -0.6149, -2.8855], [-3.4766, -0.8344, -0.9468], [-4.8706, -2.3054, -1.6988], [-4.9826, -3.6021, -1.2061], [-5.9292, -4.4794, -1.7239], [-6.7813, -4.0729, -2.7395], [-6.6895, -2.7782, -3.2324], [-5.7457, -1.9056, -2.7101], [-2.4183, -2.2670, 0.2456], [-1.6362, -3.3225, -0.2182], [-1.2195, -4.3330, 0.6398], [-1.5975, -4.3124, 1.9749], [-2.3771, -3.2699, 2.4521], [-2.7714, -2.2492, 1.5963], [1.3480, -1.0792, -1.4149], [1.5292, -3.1522, -1.9995], [1.2088, -3.6325, -3.2672], [1.4717, -4.9519, -3.6161], [2.0745, -5.8092, -2.7066], [2.4132, -5.3414, -1.4453], [2.1357, -4.0260, -1.0981], [3.2985, -0.7195, -2.2492], [3.5806, -0.5130, -3.5952], [4.8929, -0.4257, -4.0413], [5.9479, -0.5531, -3.1481], [5.6829, -0.7754, -1.8054], [4.3674, -0.8575, -1.3659], [-0.1097, 0.5455, -2.9507], [0.7649, -0.5791, -3.9550], [-1.1537, -2.3237, -3.1277], [-1.2893, -1.2824, -4.4969], [-3.3153, -0.9356, -3.5214], [-2.3980, 0.4649, -3.0204], [-4.3251, -3.9490, -0.4158], [-5.9948, -5.4868, -1.3316], [-7.5170, -4.7577, -3.1414], [-7.3540, -2.4463, -4.0203], [-5.7027, -0.8932, -3.1019], [-1.3696, -3.3963, -1.2587], [-0.6189, -5.1457, 0.2548], [-1.2935, -5.1135, 2.6381], [-2.6866, -3.2528, 3.4903], [-3.3686, -1.4312, 1.9862], [0.7602, -2.9804, -4.0061], [1.2129, -5.3072, -4.6059], [2.2833, -6.8352, -2.9814], [2.8903, -6.0012, -0.7310], [2.4037, -3.6781, -0.1049], [2.7853, -0.4154, -4.3237], [5.0904, -0.2585, -5.0928], [6.9696, -0.4852, -3.4986], [6.4962, -0.8875, -1.0994], [4.1794, -1.0488, -0.3135], [-1.5010, 2.3907, -0.8231], [-2.5534, 3.2156, 0.3153], [-3.2530, 4.3087, -0.1540], [-4.0714, 4.9936, 0.7292], [-4.1604, 4.5669, 2.0455], [-3.4414, 3.4642, 2.4742], [-3.5916, 3.0024, 4.1437], [-2.6045, 2.7266, 1.6233], [-1.7131, 1.3171, 2.1278], [-3.1483, 4.6194, -1.1844], [-4.6352, 5.8531, 0.3946], [-4.7865, 5.0920, 2.7534], [-0.8639, -1.0642, 4.7394], [0.5001, -0.4086, 4.6460], [1.5018, -0.7523, 3.1957], [0.7324, -0.3649, 1.9484], [1.4956, -2.5488, 3.1548], [2.6174, -3.1098, 4.0198], [-1.3591, -0.7047, 5.6425], [-0.8064, -2.1501, 4.8056], [-1.4850, -0.7936, 3.8917], [1.1554, -0.6752, 5.4814], [0.4186, 0.6821, 4.6288], [1.6344, -2.7720, 2.0962], [0.5146, -2.9195, 3.4471], [2.5171, -2.8014, 5.0618], [3.5924, -2.7770, 3.6649], [2.5961, -4.1988, 3.9979]], "orbital_gap_ev": [6.8402, 7.5408], "energy_ev": -156415.9924, "homo_energy_ev": [-6.8, -7.5], "spin_multiplicity": 4, "s2": 3.7611}



Entry 2:
{"formula": "C51H51N4O5P2RbS2", "method": "wB97M-V/def2-TZVPD", "symbols": ["Rb", "O", "C", "O", "C", "C", "C", "C", "C", "N", "C", "O", "O", "H", "H", "H", "H", "C", "P", "C", "C", "C", "C", "C", "C", "C", "C", "C", "C", "C", "C", "C", "C", "C", "C", "C", "P", "C", "C", "C", "C", "C", "C", "C", "C", "C", "C", "C", "C", "N", "H", "H", "H", "H", "H", "H", "H", "H", "H", "H", "H", "H", "H", "H", "H", "H", "H", "H", "H", "H", "H", "H", "H", "H", "H", "H", "C", "C", "N", "C", "C", "C", "S", "N", "C", "O", "C", "C", "C", "C", "C", "C", "H", "H", "H", "H", "H", "H", "H", "H", "H", "H", "H", "H", "H", "H", "H", "C", "S", "C", "H", "H", "H", "H", "H", "H"], "coordinates": [[0.2507, -0.0438, 0.0024], [-0.6511, -3.4202, 3.3234], [-1.1164, -2.6719, 2.3224], [-0.9898, -1.4748, 2.2667], [-1.7955, -3.4585, 1.2320], [-2.2449, -4.7592, 1.3954], [-2.8295, -5.3820, 0.2990], [-2.9093, -4.7059, -0.9052], [-2.4101, -3.4060, -0.9750], [-1.8866, -2.8034, 0.0852], [-2.3807, -2.6593, -2.3025], [-2.7880, -3.2176, -3.3026], [-0.3421, -1.4996, -2.6898], [0.1473, -2.9260, 3.6708], [-2.1236, -5.2587, 2.3459], [-3.2011, -6.3963, 0.3832], [-3.3261, -5.1511, -1.7980], [-2.5906, 2.6724, -1.8955], [-3.1385, 0.9370, -1.5041], [-2.5076, -0.1635, -2.7653], [-1.7518, -1.2983, -2.2264], [-0.1483, -1.8175, -3.9963], [-0.8354, -1.3790, -5.0722], [-1.9656, -0.5039, -5.1750], [-2.6753, 0.0570, -4.1399], [-4.9241, 1.0203, -1.9994], [-5.5461, 2.0651, -2.6809], [-6.8933, 2.0024, -3.0247], [-7.6520, 0.8915, -2.6933], [-7.0473, -0.1632, -2.0168], [-5.7066, -0.0936, -1.6790], [-1.4248, 3.2004, -1.1037], [-1.4275, 4.3819, -0.3659], [-0.0920, 4.5923, 0.0516], [0.6256, 3.5142, -0.4539], [2.1153, 3.3029, -0.3993], [2.6354, 1.9618, -1.5578], [4.4408, 2.3008, -1.6849], [5.1752, 2.9036, -0.6646], [6.5530, 3.0578, -0.7658], [7.2282, 2.6145, -1.8920], [6.5107, 2.0066, -2.9161], [5.1392, 1.8478, -2.8083], [2.0876, 2.5830, -3.1955], [1.1365, 1.8422, -3.8918], [0.6632, 2.2771, -5.1221], [1.1398, 3.4617, -5.6662], [2.0892, 4.2094, -4.9797], [2.5597, 3.7694, -3.7509], [-0.1772, 2.6573, -1.1425], [-3.4344, 3.3313, -1.6725], [-2.3947, 2.7423, -2.9728], [-1.6508, -1.1363, -1.1640], [0.6557, -2.5354, -4.1228], [-0.4585, -1.7836, -6.0076], [-2.2837, -0.2631, -6.1851], [-3.4416, 0.7783, -4.4276], [-4.9755, 2.9405, -2.9628], [-7.3469, 2.8284, -3.5615], [-8.7013, 0.8430, -2.9600], [-7.6246, -1.0419, -1.7524], [-5.2367, -0.9234, -1.1601], [-2.2812, 5.0237, -0.1884], [0.3014, 5.4228, 0.6232], [2.4588, 2.9885, 0.5950], [2.6476, 4.2295, -0.6433], [4.6713, 3.2583, 0.2250], [7.0974, 3.5300, 0.0439], [8.3017, 2.7373, -1.9721], [7.0228, 1.6521, -3.8030], [4.5910, 1.3733, -3.6145], [0.7350, 0.9318, -3.4630], [-0.0906, 1.6872, -5.6294], [0.7657, 3.8097, -6.6225], [2.4567, 5.1399, -5.3975], [3.2989, 4.3560, -3.2154], [5.2441, -4.1738, 1.4583], [4.0987, -4.7263, 2.2962], [3.4298, -3.6913, 3.0635], [3.9638, -3.4163, 4.3893], [3.2799, -4.2415, 5.4719], [2.3839, -2.9829, 2.5637], [1.8283, -3.2357, 0.9948], [1.7822, -2.1629, 3.4855], [1.6332, -0.8594, 3.1931], [2.0688, -0.2606, 2.2037], [0.8843, -0.0656, 4.2397], [0.5831, -0.5804, 5.4952], [-0.1260, 0.1819, 6.4146], [-0.5454, 1.4633, 6.0834], [-0.2447, 1.9844, 4.8315], [0.4734, 1.2250, 3.9207], [5.7382, -4.9745, 0.9033], [5.9897, -3.6813, 2.0870], [4.8527, -3.4462, 0.7481], [4.4656, -5.4769, 3.0040], [3.3598, -5.1966, 1.6494], [3.8498, -2.3562, 4.6018], [5.0345, -3.6384, 4.3628], [2.2223, -3.9821, 5.5113], [3.7272, -4.0477, 6.4497], [3.3659, -5.3100, 5.2610], [0.9077, -1.5833, 5.7425], [-0.3588, -0.2307, 7.3898], [-1.1177, 2.0512, 6.7912], [-0.5910, 2.9711, 4.5529], [0.7156, 1.6222, 2.9432], [-3.2566, 0.2207, 4.1625], [-3.8231, 1.8984, 3.8295], [-3.6443, 1.9042, 2.0352], [-3.8932, -0.5089, 3.6606], [-3.3060, 0.0618, 5.2394], [-2.2270, 0.0839, 3.8354], [-2.6192, 1.7036, 1.7275], [-3.9151, 2.8951, 1.6741], [-4.2958, 1.1659, 1.5692]], "orbital_gap_ev": 4.7297, "energy_ev": -110818.8961, "homo_energy_ev": -1.0, "charge": -2}



Number 2 is which compound? C51H51N4O5P2RbS2



Which formula does entry 1 have? C51H51Cl2IN2O3S2Sb2V